--- a ---
Here is C2H2O in the gas phase from the Open Molecules 2025 dataset. Energies are from wB97M-V/def2-TZVPD.

Structure (XYZ):
```
5
C2H2O (wB97M-V/def2-TZVPD)
C -0.5456 0.3406 -0.1711
C 0.4535 -0.4505 -0.2734
O -0.3396 0.5455 -1.4389
H -1.2321 0.8949 0.4880
H 1.1337 -1.2818 -0.4391
```

SMILES ... C1=CO1
E_HOMO ... -8.57 eV
2S+1 ... 1
Kohn-Sham gap ... 0.352 Ha
E_LUMO ... 1.01 eV

***

--- b ---
Here is C2H2O in the gas phase from the Open Molecules 2025 dataset. Energies are from wB97M-V/def2-TZVPD.

Structure (XYZ):
```
5
C2H2O (wB97M-V/def2-TZVPD)
C 0.2961 -0.6528 0.2615
C 0.2075 0.5869 0.0417
O 1.4748 0.2136 -0.1807
H 0.1340 -1.5536 -0.1927
H -0.4975 1.5056 0.1260
```

SMILES ... C1=CO1
E_HOMO ... -8.38 eV
2S+1 ... 1
Kohn-Sham gap ... 0.344 Ha
E_LUMO ... 0.98 eV

***

a ends up most stable, edging out the next structure by 0.0121 hartree.

***

--- a ---
Here is 2 unconnected molecules or ions with the total composition C2H8N3 from the Open Molecules 2025 dataset. Energies are from wB97M-V/def2-TZVPD.

Structure (XYZ):
```
13
C2H8N3 (wB97M-V/def2-TZVPD)
C 1.9558 0.0195 -1.6864
N 0.9481 0.6997 -1.3419
H 2.1923 -0.9091 -1.1692
H 2.6479 0.3343 -2.4696
H 1.0076 1.5839 -1.8561
H -1.0973 -1.5432 0.0012
N -0.6128 0.8512 0.8929
C -1.3294 -0.1494 1.5103
N -1.3847 -1.4214 0.9518
H -0.3938 0.9602 -0.1058
H -0.4416 1.7301 1.3463
H -1.6619 0.0258 2.5072
H -1.8302 -2.1816 1.4193
```

E_HOMO (alpha / beta) ... -4.02 / -8.44 eV
2S+1 ... 2
Kohn-Sham gap (alpha / beta) ... 0.186 / 0.347 Ha
E_LUMO (alpha / beta) ... 1.04 / 1.00 eV

***

--- b ---
Here is 2 unconnected molecules or ions with the total composition C2H8N3 from the Open Molecules 2025 dataset. Energies are from wB97M-V/def2-TZVPD.

Structure (XYZ):
```
13
C2H8N3 (wB97M-V/def2-TZVPD)
C -0.5156 2.7569 1.6403
N 0.2237 1.9503 0.9072
H -0.8567 2.2246 2.5324
H -0.6588 3.8306 1.4415
H 0.8747 1.7403 1.6839
H 0.2080 0.0039 -0.3188
N -0.0281 -1.8348 -2.1711
C 0.0178 -2.0051 -0.8052
N 0.2363 -0.9567 0.0252
H 0.4893 -1.0716 -2.5796
H -0.4495 -2.4989 -2.7904
H -0.2426 -3.0007 -0.4585
H 0.7016 -1.1389 0.8931
```

E_HOMO (alpha / beta) ... -4.32 / -8.86 eV
2S+1 ... 2
Kohn-Sham gap (alpha / beta) ... 0.167 / 0.335 Ha
E_LUMO (alpha / beta) ... 0.23 / 0.26 eV

***

a ends up most stable, edging out the next structure by 0.0573 hartree.

***

--- a ---
Here is C6H8N2O2 in the gas phase from the Open Molecules 2025 dataset. Energies are from wB97M-V/def2-TZVPD.

Structure (XYZ):
```
18
C6H8N2O2 (wB97M-V/def2-TZVPD)
C 1.7050 0.1777 -0.1023
C 0.9773 -0.8837 0.2878
C -0.6108 1.3283 -0.0452
C -1.2638 0.1722 0.0079
C 0.8913 1.4825 -0.3342
C -0.5194 -1.0357 0.2089
N -3.4803 -0.5839 -0.3413
N -2.6856 0.3282 0.1235
O -4.6904 -0.5327 -0.1547
O -3.1552 1.4582 0.3670
H 2.8160 0.1855 -0.1000
H 1.4843 -1.8861 0.4909
H -1.1152 2.3183 0.0046
H 1.3216 2.1506 0.3542
H 0.9364 1.8239 -1.4133
H -0.6417 -1.6710 -0.7149
H -0.8288 -1.7337 0.9751
H -2.9645 -1.4618 -0.8270
```

E_HOMO (alpha / beta) ... -8.28 / -8.49 eV
2S+1 ... 1
Kohn-Sham gap (alpha / beta) ... 0.311 / 0.313 Ha
E_LUMO (alpha / beta) ... 0.18 / 0.02 eV

***

--- b ---
Here is C6H8N2O2 in the gas phase from the Open Molecules 2025 dataset. Energies are from wB97M-V/def2-TZVPD.

Structure (XYZ):
```
18
C6H8N2O2 (wB97M-V/def2-TZVPD)
C -0.0438 1.1150 2.0342
C 0.3592 0.6896 0.6524
N 1.4581 1.2593 0.1836
C 1.9009 0.8951 -1.0729
O 2.8878 1.3449 -1.6304
N 1.1450 -0.0731 -1.7389
C 0.0128 -0.6638 -1.2537
O -0.6123 -1.5569 -2.0089
C -0.4405 -0.3094 -0.0275
C -1.6472 -0.9321 0.6095
H 0.0028 0.2630 2.7566
H -1.0520 1.5219 2.1953
H 0.6313 1.8583 2.4891
H 1.5703 -0.3380 -2.6084
H -0.2308 -1.7027 -2.8883
H -2.4638 -0.2296 0.9184
H -2.0835 -1.6239 -0.1413
H -1.3943 -1.5174 1.5312
```

SMILES ... Cc1nc(=O)[nH]c(O)c1C
E_HOMO ... -8.65 eV
2S+1 ... 1
Kohn-Sham gap ... 0.323 Ha
E_LUMO ... 0.13 eV

***

--- c ---
Here is 2 unconnected molecules or ions with the total composition C6H8N2O2 from the Open Molecules 2025 dataset. Energies are from wB97M-V/def2-TZVPD.

Structure (XYZ):
```
18
C6H8N2O2 (wB97M-V/def2-TZVPD)
N -2.2064 1.5343 1.5114
C -1.1882 0.9905 1.2334
C -0.1376 0.4776 0.3746
C -0.0478 1.0686 -1.0334
C 1.1520 1.0754 -0.1604
C 2.1099 -0.0886 -0.3937
N 1.2564 -1.2560 -0.2158
C 0.1643 -0.9972 0.5232
O -0.3677 -1.8155 1.2715
H -0.5533 2.0187 -1.1977
H -0.1408 0.3601 -1.8584
H 1.5122 2.0098 0.2644
H 2.9355 -0.0804 0.3302
H 2.5365 -0.0738 -1.4056
H 1.2159 -2.0549 -0.8426
O -2.8251 -1.1927 0.2847
H -2.1181 -1.7425 0.6748
H -3.2978 -0.2335 0.6394
```

SMILES ... N#C[C@@]12C[C@@H]1CNC2=O.O
E_HOMO ... -10.06 eV
2S+1 ... 1
Kohn-Sham gap ... 0.388 Ha
E_LUMO ... 0.50 eV

***

--- d ---
Here is a molecular structure, C6H8N2O2 from the Open Molecules 2025 dataset. Energies are from wB97M-V/def2-TZVPD.

Structure (XYZ):
```
18
C6H8N2O2 (wB97M-V/def2-TZVPD)
N -1.2860 -1.1431 0.9969
C -0.5672 -0.3221 0.0492
C -1.3163 0.0545 -1.1630
C -2.0074 0.3021 -2.1248
C 0.0833 0.9085 0.7056
C 0.8820 0.6768 1.9115
N 1.5237 0.5309 0.5936
C 0.7966 -0.9522 -0.3704
O 1.0732 -2.1164 -0.2544
H -2.1622 -0.7010 1.2607
H -1.4715 -2.0567 0.5920
H -2.6604 0.3861 -2.9762
H -0.2309 1.9007 0.3826
H 1.1956 1.5497 2.4831
H 0.7640 -0.2424 2.4877
H 2.1982 0.8126 -0.6841
O 1.8922 -0.1358 -1.7470
H 1.2931 0.5478 -2.1429
```

E_HOMO ... -9.06 eV
2S+1 ... 1
Kohn-Sham gap ... 0.357 Ha
E_LUMO ... 0.66 eV

***

b ends up most stable, edging out the next structure by 0.0973 hartree.

***

--- a ---
Here is 2 unconnected molecules or ions with the total composition C3H3ClFO2 from the Open Molecules 2025 dataset. Energies are from wB97M-V/def2-TZVPD.

Structure (XYZ):
```
10
C3H3ClFO2 (wB97M-V/def2-TZVPD)
C -1.4485 0.9753 -0.2578
C 2.1353 -0.2602 -0.1259
C -0.7970 -0.3830 0.3282
O -1.6720 0.8993 -1.4624
O -1.5783 1.8577 0.5901
F -0.9194 -0.5713 1.6675
Cl -1.4018 -1.9072 -0.3282
H 1.8430 0.6124 0.4866
H 2.0653 0.0286 -1.1630
H 1.7732 -1.2516 0.2649
```

Total charge ... -1
E_HOMO (alpha / beta) ... -4.19 / -5.04 eV
2S+1 ... 1
Kohn-Sham gap (alpha / beta) ... 0.270 / 0.317 Ha
E_LUMO (alpha / beta) ... 3.17 / 3.60 eV

***

--- b ---
Here is a gas-phase ion, C3H3ClFO2 (charge -1) from the Open Molecules 2025 dataset. Energies are from wB97M-V/def2-TZVPD.

Structure (XYZ):
```
10
C3H3ClFO2 (wB97M-V/def2-TZVPD)
C 0.1669 -0.0178 -0.1300
C -0.5551 -1.1136 -1.4818
F -1.5112 -1.9061 -0.7319
Cl 0.7127 -2.2816 -1.9307
C -1.1741 -0.2990 -2.6368
O -0.4911 -0.4842 -3.6703
O -2.0980 0.4292 -2.3323
H 0.3440 -0.5924 0.7506
H -0.7483 0.5941 0.0034
H 0.9978 0.6523 -0.3881
```

Total charge ... -1
SMILES ... C[C@](F)(Cl)C(=O)[O-]
E_HOMO ... -4.68 eV
2S+1 ... 1
Kohn-Sham gap ... 0.310 Ha
E_LUMO ... 3.77 eV

***

b ends up most stable, edging out the next structure by 0.0987 hartree.